This record from OMol25 describes a cluster of 3 separate species, C17H28BrF3N4O8P in total. The level of theory is ωB97M-V/def2-TZVPD.

HOMO   -11.3 eV
LUMO energy   -3.5 eV
Charge   +1
HOMO-LUMO gap   0.28527 Ha
ΔE to the lowest compared entry with this formula, charge and spin   0.0 kJ/mol
F_max   3.32 eV Å⁻¹

```
62
Properties=species:S:1:pos:R:3:forces:R:3
Br -0.6619 -1.1680 -3.1197 0.35 -0.27 1.09
P -1.0971 -1.5263 -0.9136 -2.31 -1.07 -0.49
F 0.2531 1.9297 0.6856 -0.14 -1.50 -0.84
F -1.4084 1.1111 -0.5249 2.01 0.01 0.58
F 0.5894 1.3437 -1.4176 -0.45 -0.83 1.80
O 3.5012 2.5800 -0.7077 -0.42 0.07 0.24
O -4.5113 -1.3546 0.9390 0.65 0.09 0.09
O 3.3464 -3.0256 2.2515 -0.85 -0.31 0.10
O -3.2910 -2.8960 1.9530 0.09 0.51 -0.26
O -0.8967 -3.1849 -0.7397 0.83 1.49 0.44
O 1.4903 -5.0344 -3.5300 0.58 0.24 1.06
O 1.9905 4.1890 -0.6436 -0.15 -0.47 0.40
O 1.6945 -3.2812 -2.1760 1.76 -1.04 0.83
N -0.4538 -0.6265 1.5607 3.15 -1.04 0.23
N 1.8055 0.1393 2.4922 -2.39 -0.41 -0.75
N 1.6053 -2.5005 0.6996 -0.05 0.45 1.88
N 0.0173 -0.5131 3.8426 0.08 0.21 -0.04
C -5.5586 -0.9503 0.0416 -0.41 0.06 -0.07
C 1.4537 6.1836 -1.9347 0.10 -0.09 -0.18
C 1.6088 5.5719 -0.5581 -0.03 0.35 -0.23
C 0.1687 -0.5249 0.1863 0.87 -0.14 -0.42
C 0.4710 -0.3483 2.6099 -0.13 0.39 0.17
C -4.2844 -2.6196 1.3130 -0.25 -0.22 0.18
C -5.3154 -3.6707 1.0067 0.09 -0.27 -0.58
C 1.6305 -1.0827 0.2265 1.42 1.25 -0.43
C 2.4377 -2.7868 1.5688 0.53 0.46 -1.15
C 2.0432 -4.5786 -2.5632 -1.54 -0.16 -1.55
C -0.0360 0.9678 -0.2641 -1.36 1.27 -1.15
C 4.3267 4.7507 -1.1535 0.24 0.29 0.51
C 2.4432 -0.0999 1.1702 0.26 1.46 -1.72
C 2.8317 -2.5517 -1.6735 1.00 1.15 -0.72
C 2.4454 -1.1012 -1.1457 0.60 -0.85 -0.58
C -6.8706 -0.7696 0.7762 -0.03 -0.11 0.21
C 3.2526 3.7610 -0.7931 0.23 0.14 -0.38
H -4.7989 -4.6068 0.7928 0.00 0.05 0.27
H 3.4974 -2.3572 -2.5762 -0.62 -0.09 1.09
H 5.2522 4.4474 -0.6634 -0.05 -0.16 -0.22
H 2.3925 6.1701 -2.4906 0.00 0.09 0.08
H 4.1227 5.7658 -0.8202 -0.11 0.01 -0.19
H -5.6381 -1.6412 -0.8001 0.03 -0.07 0.12
H -0.7560 -3.4463 0.1964 -0.07 0.06 -0.72
H -6.7548 -0.0495 1.5889 0.01 0.04 -0.13
H 0.6449 5.5879 -0.0471 0.10 -0.27 0.01
H 3.4458 -0.5883 -0.9870 -1.21 -0.47 -0.12
H 2.3026 6.1290 0.0751 0.07 -0.08 -0.09
H -0.7056 -1.6243 1.6504 -0.82 0.62 0.39
H 1.1121 7.2170 -1.8594 0.00 -0.05 0.02
H 2.7667 -5.2374 -2.0062 -0.28 1.28 0.18
H -5.9599 -3.8038 1.8758 0.04 0.01 -0.02
H 1.7844 1.1474 2.7121 0.36 -0.66 0.19
H 2.4530 0.9158 0.6297 0.13 -1.51 0.46
H 3.5449 -0.3647 1.2236 -1.42 -0.08 0.50
H 0.7303 5.6155 -2.5233 -0.03 0.06 0.11
H -5.2450 0.0079 -0.3755 0.23 -0.12 0.15
H 0.5834 -0.2055 4.6416 -0.19 -0.52 -0.61
H -5.9238 -3.4513 0.1322 -0.11 0.11 0.15
H -7.6450 -0.4113 0.0963 0.05 0.00 0.02
H 1.9620 -0.5853 -2.0105 0.12 -0.27 1.03
H -0.9238 -0.8719 4.0385 0.43 0.47 -0.33
H -7.2124 -1.7023 1.2276 -0.03 0.00 -0.12
H 4.4714 4.7437 -2.2340 -0.01 -0.02 0.04
H 3.4757 -3.1326 -0.9523 -0.93 0.43 -0.50
```
Forces are in eV/Å.

This record from OMol25 describes the ion C6H11N3O with charge +2. The level of theory is ωB97M-V/def2-TZVPD.

HOMO   -18.3 eV
LUMO energy   -11.5 eV
Charge   +2
HOMO-LUMO gap   0.25122 Ha
ΔE to the lowest compared entry with this formula, charge and spin   614.8 kJ/mol
F_max   3.82 eV Å⁻¹

```
21
Properties=species:S:1:pos:R:3:forces:R:3
O -0.2097 -0.4349 2.5349 0.81 0.25 -0.29
N 2.2032 -0.9780 2.5029 0.30 0.74 -1.60
N 2.2255 -0.1227 0.3641 -1.42 0.85 -1.92
N 0.1732 -0.8547 1.2154 1.68 -1.00 -0.23
C 0.8549 -1.4212 2.3121 -1.74 2.54 -0.72
C 0.1232 0.5827 -0.6953 -0.93 -0.96 1.58
C 0.8611 -0.1432 0.2718 -1.22 0.62 2.43
C 2.8357 -0.2672 1.5510 -1.68 -2.27 0.43
C -2.5184 0.7219 -1.1790 1.00 0.92 3.57
C -1.2164 -0.1161 -0.9968 0.57 -2.14 -2.40
H -3.1870 0.6238 -0.2947 0.42 -0.58 -0.43
H 2.5839 -1.3537 3.3497 1.21 0.47 0.69
H -0.2846 1.4720 -0.2417 0.53 1.20 0.35
H 2.6124 0.3763 -0.4763 0.57 -0.55 1.35
H 0.7430 0.6481 -1.5129 1.20 1.39 -2.20
H -0.8226 -0.6098 -1.9364 -1.53 0.65 0.08
H -2.4253 1.8369 -1.1259 0.60 -0.90 -0.82
H -1.1739 -1.0472 -0.3955 -1.42 0.99 0.12
H -3.0558 0.3942 -1.9948 -0.99 -0.45 -1.91
H 3.8073 0.1564 1.4881 1.20 -0.05 1.29
H 0.4121 -2.3305 2.6028 0.85 -1.72 0.64
```
Forces are in eV/Å.

This record from OMol25 describes a structure of composition C17H18As2BF10O9PRbS4. The level of theory is ωB97M-V/def2-TZVPD.

HOMO (spin up / spin down)   -2.3 / -3.3 eV
LUMO energy (spin up / spin down)   3.3 / 3.3 eV
Expectation value of S²   0.7678
Charge   -2
HOMO-LUMO gap (spin up / spin down)   0.20720 / 0.24198 Ha
Multiplicity   2
F_max   0.62 eV Å⁻¹

```
63
Properties=species:S:1:pos:R:3:forces:R:3
Rb 3.3056 -1.8944 0.4710 0.18 0.59 0.01
As -3.6519 0.5923 0.8097 -0.21 -0.01 0.11
As -0.1230 0.3301 0.2601 0.37 0.13 -0.03
S 8.0596 3.4564 -1.4687 -0.08 -0.03 0.01
S 5.5833 4.8458 -0.8093 0.05 -0.06 -0.02
S 3.9525 2.4204 -0.6022 -0.05 -0.07 -0.02
S 6.8728 0.7597 -1.4196 0.00 0.12 0.02
P 3.8646 -5.2322 0.3880 -0.08 -0.06 -0.05
F 4.6394 -6.0978 1.4890 0.09 -0.02 0.14
F 4.6200 -6.0027 -0.7968 0.09 -0.02 -0.10
F 5.0443 -4.1013 0.4262 0.05 -0.09 -0.04
F 1.6640 -1.7176 3.6507 0.00 0.13 0.02
F 3.8279 -0.9449 3.8065 -0.20 0.09 -0.07
F 3.0747 -4.3093 -0.7170 0.03 -0.20 -0.04
F 3.0949 -4.3957 1.5686 -0.06 -0.15 0.04
F 2.3852 -0.0762 2.2302 -0.01 0.05 0.25
F 2.0608 0.4071 4.4723 0.08 -0.17 -0.15
F 2.6625 -6.2937 0.3579 -0.12 -0.07 -0.01
O 0.3971 2.3495 -2.0421 0.03 -0.09 0.10
O -4.2015 3.5262 -0.3944 0.10 0.01 0.14
O 7.8719 6.0848 -1.2630 -0.10 -0.20 0.01
O -0.9309 3.9579 -1.2209 -0.03 -0.12 0.01
O -3.3422 2.7954 -2.3305 0.14 0.03 0.05
O -4.5734 -2.1801 1.2543 -0.04 0.09 0.04
O -0.1753 -3.2353 0.1479 0.07 -0.05 0.03
O -0.7324 -2.3378 -1.7861 -0.04 0.03 -0.11
O -3.3262 -3.3185 -0.2148 0.09 0.01 -0.01
C -5.1662 0.3610 -0.4432 0.11 -0.02 0.09
C -3.5335 -2.3037 0.3960 -0.13 -0.22 -0.01
C 5.4569 3.0760 -0.9061 -0.34 0.26 0.10
C -0.4406 0.7966 2.1336 0.12 -0.04 0.02
C -1.2842 1.6961 -0.5361 -0.33 0.12 0.16
C -3.4352 2.8089 -0.9881 -0.35 0.05 -0.29
C -5.3958 -3.3412 1.3725 0.07 0.02 -0.05
C 6.6442 2.4038 -1.2267 0.38 -0.18 -0.13
C -2.6081 1.7432 -0.3627 0.45 0.08 -0.10
C -4.0018 3.8815 -2.9833 0.01 -0.03 0.03
C -0.6067 2.7939 -1.2946 -0.03 0.23 -0.20
C 7.2936 5.0209 -1.1944 0.06 0.07 -0.02
C 1.1626 3.3583 -2.7242 -0.03 -0.05 0.08
C -0.1785 -3.1475 1.5835 0.02 0.10 0.00
C -0.7884 -2.3091 -0.5877 0.13 -0.31 0.07
C -1.4266 -1.1323 0.0779 -0.08 0.05 0.06
C -2.7180 -1.0664 0.3789 -0.11 0.06 -0.03
B 2.5007 -0.5725 3.5775 -0.02 -0.03 0.01
H 0.5408 3.8438 -3.4754 0.00 0.02 -0.01
H -5.8597 -0.3531 -0.0073 -0.02 -0.01 -0.01
H -0.1346 -0.0476 2.7478 0.00 0.00 0.03
H -5.0781 3.8327 -2.8242 -0.02 0.00 0.03
H 1.5307 4.0877 -2.0077 0.01 0.02 -0.01
H 0.4630 -3.9527 1.9267 0.00 -0.04 -0.04
H -1.1865 -3.2723 1.9796 -0.04 -0.01 -0.03
H 1.9991 2.8341 -3.1720 0.00 -0.02 -0.01
H -6.1856 -3.0761 2.0679 -0.02 0.01 0.03
H 0.2372 1.6185 2.3601 0.00 -0.01 0.01
H -4.8131 -4.1775 1.7541 -0.01 -0.03 0.00
H -3.7708 3.7779 -4.0393 0.02 -0.02 0.00
H -1.4610 1.0822 2.3624 -0.14 0.03 -0.03
H -3.6223 4.8265 -2.5994 0.00 0.03 0.00
H -5.6613 1.3255 -0.5335 -0.01 0.02 -0.01
H 0.2507 -2.2102 1.9420 -0.05 -0.02 -0.06
H -4.8388 0.0176 -1.4238 0.03 -0.01 0.02
H -5.8085 -3.6123 0.4019 -0.02 -0.03 0.00
```
Forces are in eV/Å.

This record from OMol25 describes a cluster of 8 separate species, C20H43N4O12 in total. The level of theory is ωB97M-V/def2-TZVPD.

HOMO   -3.7 eV
LUMO energy   0.1 eV
Charge   -1
HOMO-LUMO gap   0.13767 Ha
F_max   5.33 eV Å⁻¹

```
79
Properties=species:S:1:pos:R:3:forces:R:3
O -3.4503 5.1391 5.1037 0.57 0.21 0.55
O -6.0694 5.4278 4.2370 2.28 -0.16 0.55
O 2.2964 -0.4480 0.9454 -0.12 0.11 -0.04
O -5.0077 2.8634 0.4586 -1.48 1.19 2.69
O -2.5728 2.4234 1.4860 0.60 -1.06 -1.21
O -0.5888 -2.6698 -1.8770 2.55 1.39 -2.20
O 4.2606 -2.2674 -0.7247 0.29 0.93 -1.03
O -3.2055 1.2085 -1.1946 -1.61 0.60 2.75
O -2.0563 0.8142 -2.9458 0.46 1.54 -0.11
O 1.2604 1.3054 -3.6284 0.22 1.56 -2.89
O -2.0977 -2.8129 -0.3682 -3.07 1.35 2.66
O 1.2148 0.3981 -1.7209 -0.05 -1.00 3.55
N 0.0387 0.2749 2.6690 0.42 1.55 -0.64
N 2.2103 -2.1100 -2.6510 0.43 0.15 -0.06
N -0.8061 -0.3430 0.0547 0.60 -0.27 -0.02
N -3.9999 -1.4147 -1.9763 -0.98 -0.84 -0.37
C 2.4408 2.4630 -1.9196 0.32 0.23 0.50
C -3.8382 4.4321 4.0519 1.83 -0.02 0.33
C 3.5404 -2.4794 -3.1674 -0.23 1.23 2.40
C 1.5541 1.3296 -2.4524 -0.29 0.02 -0.72
C 1.9590 -1.3034 2.0135 -1.08 1.62 0.01
C 3.3425 0.4698 1.2206 0.17 -1.51 -0.57
C 1.1446 -0.5320 3.1405 -1.45 -2.55 1.42
C 4.2809 -1.2643 -3.8043 0.42 0.27 -0.40
C -1.4355 -3.2811 -1.3039 0.33 -1.18 0.24
C -5.2216 4.7214 3.6826 -3.36 -1.71 -2.64
C -2.9913 3.6221 3.3706 -0.29 1.18 1.52
C -1.6861 -4.7089 -1.5746 0.27 -1.77 -0.07
C -2.4714 1.6544 -2.1150 -0.24 -2.46 -2.82
C 4.4517 -3.0137 -1.9804 -0.71 -0.14 0.57
C 5.0183 -2.7114 0.3817 0.21 -1.04 -1.31
C -3.3817 3.0074 2.1428 1.20 0.97 1.69
C 0.4697 -1.6160 4.0817 1.87 0.23 -0.28
C -4.7260 3.3009 1.7557 -1.91 -0.90 -4.89
C -5.6228 4.0005 2.4552 0.02 -0.01 0.51
C -2.3653 3.1375 -2.3426 0.72 1.18 0.02
H 5.2312 -1.5149 -4.2758 0.17 -0.78 -0.01
H -0.0663 -0.2879 -0.6306 0.95 1.05 -1.38
H -0.4108 -0.0941 0.9502 -0.05 0.19 0.65
H 2.3195 3.4523 -2.3606 -0.36 -0.18 -0.41
H -1.0116 -1.3310 0.0124 -1.21 -0.76 0.07
H 1.3252 -2.0456 4.6028 -0.12 -0.31 0.41
H 1.8479 -2.7355 -1.9457 -0.15 -1.36 -0.54
H 4.6104 -0.4970 -3.1037 -0.40 -0.25 0.77
H 0.4407 1.1932 2.5459 0.16 0.45 -1.15
H 3.4660 2.1658 -2.1407 0.22 -0.04 0.09
H -4.2262 2.6494 -0.0564 1.21 -1.08 -0.31
H 2.7880 -1.8532 2.4592 0.46 0.25 0.18
H -4.2075 5.7106 5.2511 -0.36 0.63 0.79
H -0.8665 -5.1848 -2.1129 -0.22 0.20 -0.51
H -3.6768 -1.6549 -2.9026 0.20 0.06 -0.30
H 4.6639 -3.7168 0.6088 0.13 -0.32 0.48
H -1.9353 3.5591 3.5878 -0.04 0.02 0.46
H -0.0108 -2.4531 3.5752 -0.23 0.36 -0.29
H -4.9800 -1.6161 -1.8385 -0.32 0.13 -0.34
H 6.0719 -2.7851 0.1120 0.33 -0.09 -0.04
H 1.7179 0.0972 3.8213 0.85 -0.28 -0.21
H 3.6928 0.9611 0.3129 -0.98 0.40 -0.08
H -1.3557 3.5008 -2.5350 0.29 -0.52 0.01
H -0.5865 0.5569 3.4103 -0.40 -0.91 0.48
H 3.0303 1.1320 2.0282 0.58 0.25 0.06
H 4.1657 -4.0309 -1.7129 -0.16 -0.38 -0.25
H -3.5126 -1.9794 -1.2952 1.46 -0.72 0.97
H -2.6496 -4.8338 -2.0687 0.02 -0.28 -0.04
H -2.7183 3.7611 -1.5213 -0.25 -0.26 0.25
H 4.2001 -0.1817 1.3884 0.45 0.37 1.14
H 2.2373 -1.3445 -1.9928 0.33 1.40 -0.64
H 2.3504 2.6019 -0.8422 -0.01 -0.21 0.16
H -6.6393 4.0579 2.0950 0.02 0.37 -0.02
H -3.7966 -0.4427 -1.7921 0.76 1.97 0.39
H 5.4822 -3.0593 -2.3327 0.46 0.33 0.40
H 3.3183 -3.3039 -3.8448 0.71 -0.01 -0.29
H 3.8247 -0.6432 -4.5751 -0.99 -0.54 0.05
H 1.3477 -2.0589 1.5199 -0.42 -0.01 0.31
H 4.9932 -2.1006 1.2842 -0.66 0.37 -0.38
H -0.1847 -1.1695 4.8304 -0.06 0.05 -0.15
H -2.8986 3.4620 -3.2362 -0.29 -0.41 -0.05
H -1.6909 -5.2118 -0.6075 -0.47 -0.09 0.05
H -1.5895 0.2512 -0.1763 -0.52 0.09 -0.43
```
Forces are in eV/Å.

no.,molar mass (g/mol)
1,584.3
2,141.2
3,961.7
4,531.6